# 1
# C3H5NO2

One molecule with the formula C3H5NO2 (ωB97M-V/def2-TZVPD, the OMol25 dataset).

energy above the lowest of the compared OMol25 structures with the same formula, charge and spin: 253.4 kJ/mol
HOMO: -10.4 eV
LUMO level: 0.0047 Eh
HOMO-LUMO gap: 10.51 eV

ORCA input file:
```
! wB97M-V def2-TZVPD RIJCOSX def2/J DEFGRID3
* xyz 0 1
N 2.863 -0.313 0.138
C 1.721 -0.185 0.274
C 0.269 -0.040 0.406
O -0.481 -1.375 0.335
C -0.350 0.810 -0.711
O -1.685 0.453 -0.613
H -0.018 0.434 1.350
H -0.884 -1.690 1.172
H 0.096 0.665 -1.715
H -0.019 1.821 -0.391
H -1.512 -0.581 -0.246
*
```

Löwdin atomic charge list, values in e, 5 entries:
1. N 0.17
2. C -0.15
3. C -0.26
4. O -0.04
5. C -0.27

# 2
# C3H5NO2

One molecule with the formula C3H5NO2 (ωB97M-V/def2-TZVPD, the OMol25 dataset).

energy above the lowest of the compared OMol25 structures with the same formula, charge and spin: 423.8 kJ/mol
HOMO: -6.8 eV
LUMO level: 0.0264 Eh
HOMO-LUMO gap: 7.55 eV

ORCA input file:
```
! wB97M-V def2-TZVPD RIJCOSX def2/J DEFGRID3
* xyz 0 1
C -0.643 -1.336 1.119
O -0.961 0.217 0.538
C -0.084 0.620 -0.290
N -0.028 1.764 -0.927
C 1.062 -0.486 -0.518
O 1.894 -0.098 -1.315
H 0.274 -1.435 1.704
H -1.533 -1.315 1.733
H -0.668 -2.128 0.366
H 0.797 1.821 -1.541
H -0.671 2.544 -0.883
*
```

Löwdin atomic charge list, values in e, 5 entries:
1. C 0.03
2. O 0.00
3. C -0.40
4. N 0.20
5. C -0.19

# 3
# C3H5NO2

One molecule with the formula C3H5NO2 (ωB97M-V/def2-TZVPD, the OMol25 dataset).

energy above the lowest of the compared OMol25 structures with the same formula, charge and spin: 42.3 kJ/mol
HOMO: -9.8 eV
LUMO level: 0.0251 Eh
HOMO-LUMO gap: 10.52 eV

ORCA input file:
```
! wB97M-V def2-TZVPD RIJCOSX def2/J DEFGRID3
* xyz 0 1
N 0.388 -1.329 -1.308
C -0.399 -0.524 -0.542
O -1.604 -0.432 -0.703
C 0.329 0.233 0.559
C -0.415 1.474 1.015
O 0.139 2.395 1.564
H 1.373 -1.444 -1.141
H -0.059 -1.912 -1.999
H 1.357 0.510 0.300
H 0.397 -0.441 1.426
H -1.505 1.471 0.829
*
```

Löwdin atomic charge list, values in e, 5 entries:
1. N 0.16
2. C -0.55
3. O 0.05
4. C -0.07
5. C -0.24

# 4
# C3H5NO2

C3H5NO2 as an isolated structure (ωB97M-V/def2-TZVPD, the OMol25 dataset).

energy above the lowest of the compared OMol25 structures with the same formula, charge and spin: 174.6 kJ/mol
HOMO: -10.1 eV
LUMO level: 0.0335 Eh
HOMO-LUMO gap: 10.99 eV

ORCA input file:
```
! wB97M-V def2-TZVPD RIJCOSX def2/J DEFGRID3
* xyz 0 1
C -1.368 0.326 -0.437
C -0.281 -0.708 -0.396
O -0.205 -1.735 -0.978
O 0.215 -0.757 1.291
C 1.252 -0.061 1.012
N 1.300 0.254 -0.237
H -2.301 -0.161 -0.141
H -1.158 1.165 0.226
H -1.471 0.681 -1.466
H 1.970 0.214 1.790
H 2.047 0.782 -0.666
*
```

Löwdin atomic charge list, values in e, 5 entries:
1. C 0.00
2. C -0.46
3. O 0.12
4. O 0.01
5. C -0.32

# 5
# C3H5NO2

C3H5NO2 as an isolated structure (ωB97M-V/def2-TZVPD, the OMol25 dataset).

energy above the lowest of the compared OMol25 structures with the same formula, charge and spin: 442.2 kJ/mol
HOMO: -9.9 eV
LUMO level: 0.0138 Eh
HOMO-LUMO gap: 10.26 eV

ORCA input file:
```
! wB97M-V def2-TZVPD RIJCOSX def2/J DEFGRID3
* xyz 0 1
C -0.937 -0.435 1.267
C -0.125 0.423 0.658
N -0.530 1.313 -0.366
O 1.168 0.011 0.394
C 0.830 -0.514 -0.886
O 0.246 0.562 -1.568
H -2.012 -0.316 1.276
H -0.481 -1.325 1.696
H 0.061 -1.278 -0.678
H 0.081 2.123 -0.385
H 1.699 -0.976 -1.353
*
```

Löwdin atomic charge list, values in e, 5 entries:
1. C 0.11
2. C -0.45
3. N 0.14
4. O -0.03
5. C -0.25

# 6
# C3H5NO2

One molecule with the formula C3H5NO2 (ωB97M-V/def2-TZVPD, the OMol25 dataset).

energy above the lowest of the compared OMol25 structures with the same formula, charge and spin: 59.5 kJ/mol
HOMO: -10.3 eV
LUMO level: 0.0252 Eh
HOMO-LUMO gap: 10.94 eV

ORCA input file:
```
! wB97M-V def2-TZVPD RIJCOSX def2/J DEFGRID3
* xyz 0 1
C -0.050 0.952 1.407
C 0.572 0.202 0.242
O 1.479 -0.544 0.523
N -0.024 0.064 -1.046
C -0.288 -1.233 -1.466
O -0.830 -1.520 -2.505
H 0.667 1.643 1.862
H -0.205 0.167 2.161
H -1.001 1.432 1.195
H -0.331 0.799 -1.677
H 0.013 -1.962 -0.697
*
```

Löwdin atomic charge list, values in e, 5 entries:
1. C 0.00
2. C -0.47
3. O 0.08
4. N 0.12
5. C -0.32

Please write out number 1 again, unchanged.
# C3H5NO2

One molecule with the formula C3H5NO2 (ωB97M-V/def2-TZVPD, the OMol25 dataset).

energy above the lowest of the compared OMol25 structures with the same formula, charge and spin: 253.4 kJ/mol
HOMO: -10.4 eV
LUMO level: 0.0047 Eh
HOMO-LUMO gap: 10.51 eV

ORCA input file:
```
! wB97M-V def2-TZVPD RIJCOSX def2/J DEFGRID3
* xyz 0 1
N 2.863 -0.313 0.138
C 1.721 -0.185 0.274
C 0.269 -0.040 0.406
O -0.481 -1.375 0.335
C -0.350 0.810 -0.711
O -1.685 0.453 -0.613
H -0.018 0.434 1.350
H -0.884 -1.690 1.172
H 0.096 0.665 -1.715
H -0.019 1.821 -0.391
H -1.512 -0.581 -0.246
*
```

Löwdin atomic charge list, values in e, 5 entries:
1. N 0.17
2. C -0.15
3. C -0.26
4. O -0.04
5. C -0.27

Question: Among the records above, which one has the lowest HOMO-LUMO gap?
Answer: number 2